Computed, not measured: an isolated molecule of C5H10, with ωB97M-V/def2-TZVPD.

The SMILES is C1CCCC1. For the energy above the lowest of the compared OMol25 structures with the same formula, charge and spin, the calculation gives 3.2 kcal per mole. For the HOMO-LUMO gap, the calculation gives 12.330 eV. The value obtained for the largest force on an atom is 0.01110 Eh/bohr. The spin multiplicity is 1. The HOMO energy is -11.1 eV.

CARTESIAN COORDINATES (ANGSTROEM)
C -1.17 0.57 -0.02
C 0.22 1.22 -0.41
C 1.31 0.17 -0.03
C 0.51 -1.14 -0.04
C -0.82 -0.80 0.60
H -1.77 0.43 -0.94
H -1.82 1.16 0.66
H 0.28 1.42 -1.50
H 0.38 2.20 0.07
H 1.73 0.40 0.96
H 2.15 0.11 -0.73
H 0.96 -2.02 0.42
H 0.29 -1.39 -1.09
H -0.74 -0.73 1.69
H -1.50 -1.62 0.36


Computed, not measured: an isolated molecule of C5H12O, with ωB97M-V/def2-TZVPD.

The SMILES is CCC(C)(C)O. For the energy above the lowest of the compared OMol25 structures with the same formula, charge and spin, the calculation gives 0.7 kcal per mole. For the HOMO-LUMO gap, the calculation gives 11.114 eV. The value obtained for the largest force on an atom is 0.00632 Eh/bohr. The spin multiplicity is 1. The HOMO energy is -10.2 eV.

CARTESIAN COORDINATES (ANGSTROEM)
C 2.00 -0.06 -0.55
C 0.80 -0.73 0.10
C -0.52 0.05 -0.07
C -1.68 -0.72 0.56
C -0.40 1.46 0.51
O -0.79 0.22 -1.47
H 1.74 0.27 -1.57
H 2.85 -0.75 -0.62
H 2.33 0.82 0.01
H 0.98 -0.88 1.18
H 0.66 -1.74 -0.32
H -1.63 -0.70 1.66
H -1.68 -1.77 0.24
H -2.63 -0.26 0.25
H 0.24 1.46 1.39
H -1.38 1.86 0.79
H 0.03 2.13 -0.24
H -0.92 -0.66 -1.85


Computed, not measured: a structure of composition C22H43N2OP2Pt, with ωB97M-V/def2-TZVPD.

As for the expectation value of S²: 2.03. As for the total charge: +1. For the HOMO-LUMO gap (alpha / beta), the calculation gives 3.910 / 7.200 eV. The value obtained for the largest force on an atom is 0.20029 Eh/bohr. The spin multiplicity is 3. The HOMO energy (alpha / beta) is -6.6 / -10.6 eV.

CARTESIAN COORDINATES (ANGSTROEM)
Pt 0.00 0.00 0.00
P 1.44 1.50 -0.79
P -1.87 -1.03 0.61
N -1.45 1.58 -0.71
C 0.47 3.12 -0.84
H 1.00 3.90 -0.27
H 0.40 3.48 -1.89
C -0.94 2.90 -0.27
H -0.91 2.90 0.84
H -1.62 3.72 -0.59
C -2.88 1.30 -0.43
H -3.29 0.79 -1.32
H -3.44 2.25 -0.32
C -3.05 0.41 0.80
H -4.11 0.11 0.93
H -2.74 0.95 1.71
C -2.01 -2.00 2.22
C -0.84 -1.74 3.19
H -0.94 -0.78 3.72
H 0.13 -1.75 2.65
H -0.80 -2.54 3.95
C -2.73 -2.14 -0.65
C -1.84 -3.35 -0.96
H -1.78 -3.51 -2.05
H -2.25 -4.28 -0.52
H -0.82 -3.20 -0.57
C 2.10 1.39 -2.55
C 3.37 0.52 -2.58
H 3.57 0.10 -3.59
H 3.26 -0.33 -1.87
H 4.25 1.11 -2.29
C 2.91 1.99 0.28
C 3.80 0.80 0.64
H 4.41 1.05 1.53
H 4.49 0.53 -0.17
H 3.20 -0.09 0.88
C 0.27 0.58 1.66
O 0.48 1.01 2.74
C -4.17 -2.55 -0.30
H -4.42 -2.32 0.75
H -4.91 -2.06 -0.94
H -4.29 -3.64 -0.43
C 2.41 2.80 -3.08
H 3.38 2.81 -3.61
H 1.63 3.11 -3.79
H 2.45 3.54 -2.27
C 3.71 3.18 -0.27
H 4.52 3.46 0.43
H 4.20 2.93 -1.23
H 3.09 4.07 -0.44
C -2.13 -3.50 1.92
H -1.30 -3.88 1.31
H -2.15 -4.09 2.85
H -3.08 -3.70 1.37
H -2.94 -1.66 2.71
H 2.40 2.31 1.20
H -2.74 -1.50 -1.55
H 1.32 0.92 -3.17
H -1.30 1.50 -1.72
H -0.27 -0.62 -1.54
C 2.81 -4.31 0.80
C 1.51 -4.07 1.13
C 0.95 -2.82 0.83
N 1.49 -1.75 0.26
C 2.83 -2.06 -0.08
C 3.48 -3.28 0.18
H 3.29 -5.25 1.01
H 0.92 -4.84 1.60
H 0.04 -2.64 1.03
H 3.54 -1.47 -0.50
H 4.52 -3.43 -0.09


Computed, not measured: a structure of composition C15H31CaClP2, with ωB97M-V/def2-TZVPD.

For the energy above the lowest of the compared OMol25 structures with the same formula, charge and spin, the calculation gives 85.8 kcal per mole. For the HOMO-LUMO gap, the calculation gives 6.911 eV. The value obtained for the largest force on an atom is 0.04013 Eh/bohr. The spin multiplicity is 1. The HOMO energy is -6.9 eV.

CARTESIAN COORDINATES (ANGSTROEM)
P -5.01 -1.69 0.34
P -2.83 -4.09 0.63
C -5.62 -3.49 0.20
C -4.82 -4.54 0.99
H -5.48 -3.65 -0.89
H -6.70 -3.46 0.41
H -5.14 -4.60 2.06
H -4.92 -5.55 0.62
C -2.53 -5.57 -0.36
H -1.45 -5.67 -0.52
H -3.04 -5.54 -1.33
H -2.87 -6.44 0.21
C -1.32 -4.41 1.67
H -1.05 -5.46 1.51
H -1.48 -4.28 2.76
H -0.49 -3.78 1.30
C -6.19 -0.94 -0.90
H -6.10 0.16 -0.92
H -7.23 -1.19 -0.66
H -5.96 -1.31 -1.92
C -5.68 -0.87 1.82
H -5.82 -1.51 2.69
H -6.65 -0.41 1.60
H -4.99 -0.07 2.11
Ca -3.82 -3.04 2.82
C -1.75 -3.07 -1.93
C -2.90 -3.31 -2.60
C -3.38 -2.55 -3.81
C -3.12 -1.04 -3.76
C -3.69 -0.31 -2.59
C -3.15 -0.15 -1.38
C -1.98 -0.82 -0.70
C -1.13 -1.75 -1.56
C -2.24 -1.27 2.87
H -1.07 -3.89 -1.68
H -3.44 -4.26 -2.48
H -4.43 -2.82 -4.00
H -2.85 -2.99 -4.69
H -2.04 -0.86 -3.90
H -3.64 -0.65 -4.65
H -4.62 0.23 -2.82
H -3.69 0.51 -0.66
H -2.26 -1.32 0.25
H -1.36 0.00 -0.31
H -0.74 -1.17 -2.41
H -0.24 -2.02 -0.96
H -2.26 -0.87 3.90
H -2.70 -0.58 2.16
H -1.19 -1.49 2.66
Cl -2.87 -4.58 4.55


Computed, not measured: a structure of composition C40H45N2P2PdS2SeSi, with ωB97M-V/def2-TZVPD.

As for the total charge: +1. For the energy above the lowest of the compared OMol25 structures with the same formula, charge and spin, the calculation gives 26.2 kcal per mole. For the HOMO-LUMO gap, the calculation gives 6.568 eV. The value obtained for the largest force on an atom is 0.01575 Eh/bohr. The spin multiplicity is 1. The HOMO energy is -10.6 eV.

CARTESIAN COORDINATES (ANGSTROEM)
Pd 0.02 0.43 0.46
S 2.20 -0.40 0.94
P 1.60 -0.04 2.84
C 0.05 0.56 2.49
P -1.61 0.31 2.76
S -2.30 0.77 0.91
C -2.15 -1.32 3.30
C -3.27 -1.91 2.72
C -3.72 -3.15 3.15
C -3.05 -3.81 4.18
C -1.93 -3.23 4.76
C -1.49 -1.99 4.33
C -2.18 1.46 4.03
C -3.00 2.53 3.72
C -3.37 3.43 4.71
C -2.91 3.27 6.01
C -2.08 2.19 6.32
C -1.72 1.29 5.34
C 1.83 -1.48 3.89
C 1.95 -2.75 3.34
C 2.10 -3.86 4.16
C 2.15 -3.69 5.54
C 2.04 -2.42 6.10
C 1.89 -1.32 5.28
C 2.54 1.23 3.71
C 3.90 1.00 3.94
C 4.65 1.94 4.63
C 4.04 3.10 5.10
C 2.69 3.32 4.87
C 1.94 2.39 4.17
H -3.78 -1.41 1.90
H -4.58 -3.60 2.69
H -3.40 -4.78 4.52
H -1.40 -3.74 5.56
H -0.60 -1.57 4.78
H -3.36 2.67 2.71
H -4.02 4.27 4.47
H -3.20 3.97 6.78
H -1.73 2.06 7.34
H -1.08 0.46 5.60
H 1.91 -2.87 2.26
H 2.20 -4.84 3.73
H 2.28 -4.55 6.18
H 2.08 -2.30 7.17
H 1.82 -0.33 5.72
H 4.38 0.10 3.58
H 5.70 1.77 4.81
H 4.62 3.83 5.65
H 2.22 4.23 5.23
H 0.89 2.56 3.98
C -0.98 3.81 0.93
Si -0.16 2.72 -0.31
C -1.10 2.84 -1.98
C -0.31 2.26 -3.16
C -1.38 4.34 -2.25
C -2.49 2.18 -1.97
C 1.66 3.20 -0.48
C 1.70 4.61 -1.10
C 2.50 2.27 -1.38
C 2.29 3.26 0.92
H -0.83 4.84 0.61
H -0.58 3.68 1.93
H -2.06 3.62 0.98
H 0.55 2.87 -3.42
H -0.96 2.23 -4.05
H 0.05 1.25 -2.98
H -0.49 4.96 -2.32
H -2.03 4.77 -1.49
H -1.90 4.41 -3.21
H -2.45 1.10 -1.88
H -2.99 2.40 -2.92
H -3.12 2.57 -1.17
H 1.31 4.62 -2.12
H 2.74 4.93 -1.16
H 1.17 5.35 -0.50
H 2.26 2.41 -2.43
H 2.37 1.22 -1.14
H 3.56 2.49 -1.26
H 1.72 3.88 1.61
H 3.30 3.69 0.86
H 2.40 2.26 1.34
Se -0.79 -1.30 -1.44
N -0.96 -2.06 0.21
C -0.40 -3.22 0.16
C -0.36 -4.16 1.27
C 0.22 -5.35 1.08
C 0.84 -5.72 -0.20
C 0.86 -4.90 -1.26
C 0.24 -3.59 -1.13
N 0.18 -2.71 -2.08
H -0.82 -3.88 2.22
H 0.25 -6.07 1.88
H 1.28 -6.71 -0.28
H 1.31 -5.17 -2.21


Computed, not measured: a cluster of 2 separate species, C3H8F2N2 in total, with ωB97M-V/def2-TZVPD.

For the energy above the lowest of the compared OMol25 structures with the same formula, charge and spin, the calculation gives 85.5 kcal per mole. For the HOMO-LUMO gap (alpha / beta), the calculation gives 8.228 / 7.637 eV. The value obtained for the largest force on an atom is 0.09158 Eh/bohr. The spin multiplicity is 1. The HOMO energy (alpha / beta) is -7.7 / -7.3 eV.

CARTESIAN COORDINATES (ANGSTROEM)
C -1.33 0.50 1.37
C 0.26 -0.22 -0.57
C -1.21 0.05 -0.15
N 1.08 0.85 -0.44
N 0.75 -1.43 -0.11
F -1.75 1.04 -0.91
F -1.90 -1.07 -0.35
H -0.33 0.43 1.77
H -2.08 -0.23 1.83
H -1.75 1.57 1.39
H 0.01 -0.30 -2.75
H 1.01 1.43 -1.18
H 2.12 0.57 -0.46
H 1.65 -1.49 -0.40
H 0.13 -2.18 -0.23


Computed, not measured: a cluster of 2 separate species, C3H7NO3 in total, with ωB97M-V/def2-TZVPD.

For the energy above the lowest of the compared OMol25 structures with the same formula, charge and spin, the calculation gives 163.7 kcal per mole. For the HOMO-LUMO gap (alpha / beta), the calculation gives 7.986 / 7.988 eV. The value obtained for the largest force on an atom is 0.02588 Eh/bohr. The spin multiplicity is 1. The HOMO energy (alpha / beta) is -8.9 / -9.6 eV.

CARTESIAN COORDINATES (ANGSTROEM)
C -1.49 1.13 0.48
C 0.07 -1.16 -0.91
O -0.94 0.78 -0.75
N -0.32 -2.01 -0.11
H -0.15 -1.86 0.89
H -0.07 -1.14 -1.98
H -2.59 1.18 0.42
H -1.14 2.13 0.77
H -1.20 0.43 1.28
C 1.44 -0.04 -0.47
O 1.83 -0.39 0.82
O 0.97 1.13 -0.68
H 1.45 0.26 1.43
H 2.16 -0.43 -1.20


Computed, not measured: a cluster of 14 separate species, C4H36NO14 in total, with ωB97M-V/def2-TZVPD.

As for the total charge: +1. For the energy above the lowest of the compared OMol25 structures with the same formula, charge and spin, the calculation gives 77.2 kcal per mole. For the HOMO-LUMO gap, the calculation gives 10.357 eV. The value obtained for the largest force on an atom is 0.06970 Eh/bohr. The spin multiplicity is 1. The HOMO energy is -13.1 eV.

CARTESIAN COORDINATES (ANGSTROEM)
O -0.50 0.96 -2.13
C 0.22 1.58 -1.38
C 1.59 0.86 -1.10
C 2.16 0.08 -2.34
C 3.25 0.96 -2.95
N 1.17 -0.28 -0.15
H -0.06 2.44 -0.72
H 2.23 1.60 -0.56
H 1.30 -0.19 -2.93
H 2.50 -0.98 -2.18
H 3.86 0.45 -3.71
H 2.86 1.84 -3.52
H 3.84 1.34 -2.10
H 0.11 -0.39 -0.07
H 1.64 -0.11 0.74
H 1.44 -1.23 -0.38
H -4.00 -2.82 0.04
H -3.22 -1.96 -1.14
O -3.20 -2.43 -0.32
H 1.65 2.79 2.75
H 0.44 2.42 3.37
O 1.14 1.93 2.91
H -3.40 -1.56 1.99
H -2.37 -0.42 2.20
O -3.15 -0.84 2.61
H -2.27 0.32 -2.05
H -3.49 -0.31 -2.79
O -3.11 -0.13 -1.90
H -0.65 -3.90 1.39
H -1.88 -3.43 0.40
O -1.01 -3.88 0.46
H 3.19 -4.06 -0.09
H 2.28 -3.11 0.87
O 2.83 -3.20 0.10
H 0.14 -2.87 -2.58
H -0.04 -3.01 -1.12
O 0.03 -2.33 -1.81
H -2.83 1.12 3.07
H -3.28 1.88 1.82
O -2.59 1.83 2.48
H 1.26 -2.11 3.03
H 0.50 -2.01 1.65
O 1.09 -1.52 2.28
H -1.51 4.02 -2.46
H -2.42 2.94 -1.77
O -2.02 3.80 -1.63
H -0.94 3.89 1.43
H -1.27 4.02 -0.10
O -0.51 3.72 0.60
H -0.54 0.99 1.98
H -1.42 1.54 0.90
O -0.77 0.84 1.03
H 3.31 -1.15 1.83
H 3.17 0.25 2.46
O 3.23 -0.21 1.62